[1]
DFT (ωB97M-V/def2-TZVPD) results for an isolated molecule of C5H8O.

```
14
C5H8O (ωB97M-V/def2-TZVPD)
C 2.668 0.427 -0.119
C 1.281 -0.010 -0.294
C 0.182 -0.456 -0.514
C -1.241 -0.796 -0.591
C -1.989 -0.068 0.552
O -1.429 1.179 0.898
H 2.867 0.807 0.894
H 3.300 -0.447 -0.305
H 2.901 1.209 -0.850
H -1.646 -0.515 -1.569
H -1.383 -1.878 -0.496
H -3.005 0.141 0.203
H -2.041 -0.736 1.428
H -0.467 1.143 0.765
```

Properties
Energy above the lowest of the compared OMol25 structures with the same formula, charge and spin = 2.009 eV
Kohn-Sham gap = 10.552 eV
Energy = -270.4841 hartree
LUMO level = 0.9 eV

Atomic partial charges in e from the Löwdin method, atoms 1 to 4: C -0.098; C -0.087; C -0.051; C -0.174

***

[2]
DFT (ωB97M-V/def2-TZVPD) results for an isolated molecule of C5H8O.

```
14
C5H8O (ωB97M-V/def2-TZVPD)
O -0.697 -0.438 1.967
C 0.229 0.163 1.086
C 1.185 -0.594 0.098
C 0.570 0.229 -1.049
C -0.836 -0.244 -1.141
C -0.487 0.762 -0.074
H -1.492 0.084 1.764
H 0.845 0.892 1.635
H 1.004 -1.670 0.001
H 2.244 -0.408 0.296
H 1.122 0.713 -1.853
H -1.067 -1.287 -0.926
H -1.441 0.212 -1.919
H -1.177 1.585 0.115
```

Properties
Energy above the lowest of the compared OMol25 structures with the same formula, charge and spin = 2.360 eV
Kohn-Sham gap = 10.890 eV
Energy = -270.4711 hartree
LUMO level = 1.0 eV

Atomic partial charges in e from the Löwdin method, atoms 1 to 4: O -0.024; C -0.361; C -0.074; C -0.190